# C62H146AgF3N14O38

C62H146AgF3N14O38 as an isolated structure (ωB97M-V/def2-TZVPD, the Open Molecules 2025 dataset).

Properties
M (g mol⁻¹): 1860.77
LUMO energy (hartree): 0.0018

Atoms and positions in Å:
1 Ag -3.331 2.853 1.138
2 C -3.220 0.056 1.821
3 O -1.973 0.502 1.344
4 O -4.247 0.825 1.478
5 C -3.117 -1.394 1.193
6 F -2.952 -1.389 -0.167
7 F -2.062 -2.062 1.750
8 F -4.257 -2.086 1.436
9 C -1.019 0.763 2.353
10 C 0.191 1.434 1.737
11 H 0.975 1.578 2.491
12 H 0.623 0.887 0.930
13 H 0.005 2.388 1.283
14 H -0.707 -0.123 2.891
15 H -1.512 1.402 3.107
16 H -3.200 -0.212 2.855
17 C 0.538 6.341 7.024
18 O 0.436 5.803 5.713
19 C -0.488 4.784 5.499
20 C -0.262 4.133 4.135
21 O -1.368 4.439 3.285
22 C -1.384 5.759 2.724
23 C -2.528 5.912 1.772
24 O -2.472 4.862 0.764
25 C -1.941 5.297 -0.450
26 H 1.382 7.049 6.876
27 H 0.635 5.515 7.711
28 H -0.299 6.945 7.436
29 H -1.504 5.069 5.683
30 H -0.375 4.005 6.264
31 H -0.236 3.056 4.140
32 H 0.664 4.547 3.669
33 H -0.440 5.919 2.144
34 H -1.384 6.463 3.509
35 H -2.428 6.860 1.335
36 H -3.422 5.882 2.321
37 H -1.186 6.073 -0.415
38 H -2.824 5.724 -1.089
39 H -1.509 4.473 -1.024
40 C 7.792 -4.474 2.795
41 O 6.777 -4.324 3.765
42 C 6.059 -5.514 3.969
43 C 5.200 -6.046 2.821
44 O 4.341 -5.015 2.406
45 C 3.322 -4.723 3.385
46 C 2.077 -4.390 2.611
47 O 0.998 -4.374 3.568
48 C -0.158 -3.816 3.000
49 H 7.337 -4.608 1.810
50 H 8.413 -5.388 2.953
51 H 8.325 -3.548 2.974
52 H 5.358 -5.277 4.812
53 H 6.723 -6.290 4.395
54 H 4.678 -6.858 3.096
55 H 5.841 -6.401 2.048
56 H 3.629 -3.874 4.059
57 H 3.176 -5.623 4.003
58 H 1.891 -5.152 1.876
59 H 2.040 -3.399 2.081
60 H -0.864 -3.516 3.792
61 H -0.620 -4.552 2.355
62 H 0.183 -2.919 2.408
63 C -4.688 -0.751 -5.988
64 O -3.264 -1.130 -6.078
65 C -2.448 -0.105 -6.660
66 C -2.109 -0.610 -8.049
67 O -1.329 0.179 -8.863
68 C 0.065 -0.003 -8.796
69 C 0.830 0.748 -7.595
70 O 0.619 2.178 -7.350
71 C 0.598 3.087 -8.476
72 H -5.297 -1.626 -5.842
73 H -4.966 -0.277 -6.935
74 H -4.762 -0.012 -5.154
75 H -1.523 -0.006 -6.024
76 H -2.931 0.876 -6.614
77 H -3.061 -0.771 -8.540
78 H -1.793 -1.706 -7.890
79 H 0.458 0.286 -9.776
80 H 0.365 -1.038 -8.647
81 H 1.886 0.580 -7.800
82 H 0.543 0.312 -6.635
83 H -0.299 2.863 -9.021
84 H 1.431 2.942 -9.235
85 H 0.571 4.092 -8.243
86 C 4.660 1.983 -5.469
87 O 4.533 0.671 -5.008
88 C 5.070 -0.319 -5.897
89 C 4.817 -1.793 -5.420
90 O 5.648 -2.205 -4.354
91 C 5.158 -3.457 -3.851
92 C 6.295 -4.161 -3.108
93 O 5.707 -5.049 -2.195
94 C 6.599 -5.386 -1.142
95 H 4.422 2.691 -4.660
96 H 4.056 2.192 -6.409
97 H 5.652 2.349 -5.666
98 H 6.190 -0.163 -5.912
99 H 4.563 -0.155 -6.893
100 H 4.828 -2.475 -6.342
101 H 3.800 -1.890 -5.072
102 H 4.753 -4.063 -4.656
103 H 4.384 -3.263 -3.060
104 H 6.947 -3.422 -2.620
105 H 6.896 -4.775 -3.753
106 H 7.552 -5.892 -1.487
107 H 6.012 -5.952 -0.490
108 H 6.879 -4.521 -0.569
109 C -6.073 5.385 1.041
110 O -5.690 4.150 0.528
111 C -5.733 4.023 -0.892
112 C -5.280 2.707 -1.429
113 O -3.836 2.639 -1.469
114 C -3.389 1.541 -2.226
115 C -1.880 1.644 -2.364
116 O -1.387 0.615 -3.144
117 C -0.044 0.564 -3.036
118 H -5.415 6.223 0.630
119 H -5.903 5.377 2.123
120 H -7.183 5.567 0.789
121 H -5.160 4.831 -1.327
122 H -6.773 4.092 -1.220
123 H -5.651 2.590 -2.509
124 H -5.661 1.962 -0.756
125 H -3.818 1.584 -3.283
126 H -3.662 0.553 -1.838
127 H -1.441 1.601 -1.367
128 H -1.657 2.590 -2.862
129 H 0.309 -0.097 -3.900
130 H 0.340 0.141 -2.079
131 H 0.400 1.518 -3.213
132 C 3.575 0.603 3.818
133 N 3.084 -0.505 3.024
134 O 2.886 -0.290 1.839
135 O 2.863 -1.552 3.615
136 H 3.176 0.493 4.810
137 H 3.325 1.551 3.408
138 H 4.695 0.596 3.888
139 C -0.286 -1.448 6.009
140 N 0.091 -0.042 6.147
141 O -0.325 0.574 7.123
142 O 0.741 0.489 5.295
143 H -1.126 -1.519 5.268
144 H -0.629 -1.859 6.959
145 H 0.577 -2.031 5.642
146 C 2.683 3.264 6.014
147 N 3.743 3.373 7.052
148 O 4.859 3.028 6.818
149 O 3.429 3.855 8.163
150 H 3.166 3.132 5.082
151 H 2.139 4.192 5.923
152 H 1.994 2.514 6.326
153 C -4.182 -5.214 3.617
154 N -5.229 -4.779 2.629
155 O -5.167 -5.378 1.559
156 O -6.027 -3.891 2.826
157 H -3.776 -6.145 3.263
158 H -4.807 -5.430 4.495
159 H -3.654 -4.290 3.872
160 C -2.687 -6.747 -1.200
161 N -1.904 -5.733 -0.421
162 O -2.434 -4.691 -0.180
163 O -0.724 -6.054 -0.159
164 H -3.617 -6.327 -1.283
165 H -2.619 -7.642 -0.522
166 H -2.286 -6.992 -2.197
167 C -6.583 -1.834 -0.988
168 N -7.050 -0.822 -1.925
169 O -7.077 -1.086 -3.127
170 O -7.298 0.258 -1.458
171 H -6.162 -2.655 -1.603
172 H -7.414 -2.106 -0.359
173 H -5.740 -1.371 -0.383
174 C 3.719 -0.005 -1.844
175 N 3.855 1.491 -1.945
176 O 4.925 2.021 -1.677
177 O 2.898 2.229 -2.140
178 H 2.725 -0.230 -1.427
179 H 4.544 -0.370 -1.146
180 H 3.861 -0.413 -2.847
181 C -7.641 2.199 2.195
182 C -6.754 2.880 3.247
183 O -7.097 3.873 3.915
184 N -5.565 2.278 3.356
185 C -4.535 2.658 4.418
186 H -7.002 1.532 1.580
187 H -8.233 2.925 1.563
188 H -8.362 1.644 2.759
189 H -5.199 1.592 2.708
190 H -3.936 3.544 4.126
191 H -3.870 1.742 4.583
192 H -5.067 2.972 5.340
193 C 5.089 4.047 1.560
194 C 3.592 3.913 1.517
195 O 2.973 3.400 2.446
196 N 3.017 4.358 0.397
197 C 1.590 4.278 0.200
198 H 5.429 4.467 2.533
199 H 5.482 4.677 0.727
200 H 5.462 3.043 1.456
201 H 3.626 4.696 -0.288
202 H 1.052 4.457 1.067
203 H 1.228 3.326 -0.140
204 H 1.275 5.059 -0.467
205 C 0.420 -2.159 -0.186
206 C 1.311 -2.837 -1.216
207 O 1.936 -2.240 -2.096
208 N 1.532 -4.101 -0.939
209 C 2.398 -5.000 -1.745
210 H -0.147 -1.291 -0.591
211 H 1.101 -1.741 0.598
212 H -0.296 -2.880 0.261
213 H 0.952 -4.608 -0.281
214 H 2.572 -4.531 -2.702
215 H 1.896 -5.952 -1.800
216 H 3.406 -5.063 -1.312
217 C 6.895 -0.550 2.432
218 C 6.545 -1.423 1.251
219 O 7.215 -1.400 0.228
220 N 5.324 -2.116 1.352
221 C 4.594 -2.837 0.375
222 H 6.412 0.414 2.212
223 H 8.002 -0.490 2.613
224 H 6.364 -1.001 3.335
225 H 5.038 -2.276 2.265
226 H 4.756 -3.893 0.527
227 H 4.983 -2.637 -0.569
228 H 3.557 -2.540 0.360
229 C -4.598 -1.208 6.920
230 C -4.297 -1.401 5.474
231 O -3.312 -2.033 5.097
232 N -5.257 -0.973 4.557
233 C -6.571 -0.471 4.929
234 H -5.342 -1.969 7.315
235 H -4.998 -0.203 7.184
236 H -3.679 -1.498 7.422
237 H -5.030 -1.094 3.570
238 H -7.130 -0.115 4.081
239 H -6.420 0.346 5.659
240 H -7.195 -1.230 5.384
241 C -2.092 -3.048 -3.177
242 C -1.594 -4.249 -3.896
243 O -1.991 -5.373 -3.678
244 N -0.791 -3.910 -4.996
245 C 0.046 -2.776 -5.072
246 H -2.923 -3.140 -2.495
247 H -2.450 -2.364 -3.978
248 H -1.293 -2.530 -2.611
249 H -0.420 -4.760 -5.322
250 H -0.075 -2.117 -4.211
251 H -0.165 -2.025 -5.878
252 H 1.127 -2.891 -5.191
253 C -1.844 4.447 -5.189
254 C -0.756 4.958 -4.239
255 O -1.067 5.650 -3.262
256 N 0.507 4.512 -4.507
257 C 1.590 5.109 -3.783
258 H -2.153 5.238 -5.933
259 H -2.710 4.252 -4.591
260 H -1.572 3.550 -5.845
261 H 0.653 3.930 -5.323
262 H 1.662 4.739 -2.766
263 H 1.560 6.193 -3.783
264 H 2.456 4.732 -4.292